Computed, not measured: C5H8ClN in the gas phase in a non-equilibrium geometry, with wB97M-V/def2-TZVPD.

Relative energy (zero: lowest compared OMol25 entry of this formula, charge and spin): 2.1242 eV
Spin multiplicity: 1
E_LUMO: 0.83 eV
Electronic energy: -19324.8271 eV
SMILES: [H]/N=C(Cl)/C(C)=C/C

Last column: Löwdin charge in e.
CARTESIAN COORDINATES (ANGSTROEM)
C  -1.03836  0.23017  0.21484  -0.20
C  0.09673  -0.29030  0.62561  -0.20
C  0.04210  -1.66818  1.91679  -0.71
C  -1.30017  1.07321  -1.02327  -0.07
C  1.47056  -0.14565  0.13320  -0.09
N  1.10241  -2.06810  2.38226  0.05
Cl  -1.57159  -2.28391  2.22028  0.61
H  -1.95636  -0.13330  0.70982  0.07
H  -1.56445  2.03887  -0.50464  0.09
H  -0.28587  1.27499  -1.48473  0.09
H  -2.14418  0.68605  -1.52794  0.06
H  1.39578  -0.31054  -0.88907  0.06
H  1.96795  0.83401  0.17960  0.09
H  1.99693  -0.88675  0.72576  0.05
H  0.96745  -2.82766  3.12846  0.10

Cartesian forces (eV/Å) of the 6 atoms listed first:
C -1.34 -1.41 -0.20
C -0.67 -2.29 2.90
C -1.10 3.71 -3.35
C 2.63 1.90 3.24
C 0.20 0.53 1.46
N 0.56 -1.75 2.13